Entry 1:
2 unconnected molecules or ions with the total composition C7H12N4O, computed with ωB97M-V/def2-TZVPD.

Results
gap between HOMO and LUMO = 0.2713 Ha
HOMO = -8.0 eV
total charge = 0
SMILES = [H]/N=C/N/C=C\C.C=N/N=C/C=O

Last column: Löwdin charge in e.
Geometry (Å):
H 1.071 0.689 1.843  0.01
N 0.093 0.872 1.654  0.07
C -0.408 -0.128 1.064  -0.32
N -1.694 -0.096 0.584  0.01
C -2.435 -1.157 0.077  -0.16
C -3.678 -1.014 -0.404  -0.18
C -4.421 0.288 -0.474  -0.13
H 0.113 -1.079 0.877  0.13
H -2.144 0.825 0.674  0.14
H -1.921 -2.125 0.099  0.12
H -4.162 -1.910 -0.767  0.08
H -5.432 0.137 -0.877  0.07
H -4.495 0.793 0.508  0.08
H -3.904 1.039 -1.091  0.07
C 2.205 2.212 -0.658  -0.04
N 3.029 1.688 0.152  -0.04
N 2.996 0.290 0.177  0.03
C 4.082 -0.236 -0.238  -0.11
C 4.124 -1.733 -0.226  -0.25
O 3.279 -2.436 0.279  0.05
H 2.218 3.302 -0.760  0.07
H 1.487 1.628 -1.288  0.09
H 4.957 0.338 -0.536  0.11
H 5.041 -2.187 -0.667  0.11

---

Entry 2:
A gas-phase ion, C7H12N7O (charge +1), computed with ωB97M-V/def2-TZVPD.

Results
gap between HOMO and LUMO (spin up / spin down) = 0.2853 / 0.2853 Ha
HOMO (spin up / spin down) = -11.0 / -11.0 eV
total charge = +1

Last column: Löwdin charge in e.
Geometry (Å):
C 0.553 2.534 -2.145  -0.15
C -0.642 1.082 -0.144  -0.14
C 0.504 0.727 -0.738  -0.04
C -1.242 2.254 -0.752  -0.37
C -1.111 -0.768 1.524  -0.33
C 1.113 -1.344 0.416  -0.40
C 2.473 -2.294 -1.326  0.04
N 1.067 1.363 -1.769  0.07
N -0.683 2.874 -1.745  0.13
N -1.289 0.522 1.057  0.16
N -0.177 -1.635 1.056  0.18
N -2.479 2.682 -0.494  0.16
N -2.128 -1.279 2.177  0.18
N 2.047 -0.760 1.249  0.16
O 1.314 -2.333 -0.413  -0.05
H 1.017 3.104 -2.886  0.10
H 2.105 -3.074 -1.925  0.09
H 3.306 -2.361 -0.743  0.05
H 2.624 -1.331 -1.958  0.14
H -1.845 1.176 1.560  0.13
H -0.310 -2.611 1.286  0.16
H -3.079 2.210 0.217  0.12
H -2.933 3.400 -0.974  0.10
H -3.016 -0.787 2.466  0.17
H -2.246 -2.295 2.374  0.15
H 2.919 -1.245 1.368  0.11
H 2.138 0.190 1.263  0.06

---

Entry 3:
A gas-phase ion, C7H12NO2 (charge +1), computed with ωB97M-V/def2-TZVPD.

Results
gap between HOMO and LUMO = 0.3627 Ha
HOMO = -13.9 eV
total charge = +1
SMILES = CO[C@]1(O)C=CC=C[N@@H+]1C

Last column: Löwdin charge in e.
Geometry (Å):
C 2.749 0.682 0.185  0.05
O 1.407 0.446 0.724  -0.09
C 0.279 0.671 0.023  -0.51
O 0.561 1.225 -1.148  0.16
C -0.830 1.290 0.846  0.08
C -2.067 1.019 0.484  -0.03
C -2.471 0.029 -0.510  0.00
C -1.610 -0.918 -0.900  0.01
N -0.210 -0.912 -0.366  -0.04
C 0.226 -1.889 0.639  0.03
H 3.413 0.615 1.013  0.10
H 2.715 1.608 -0.181  0.06
H 3.082 -0.078 -0.517  0.11
H -0.225 1.424 -1.593  0.11
H -0.484 2.013 1.483  0.11
H -2.792 1.533 1.003  0.10
H -3.449 0.091 -0.908  0.12
H -1.753 -1.668 -1.619  0.12
H 0.418 -0.971 -1.146  0.15
H 0.502 -1.207 1.514  0.14
H -0.530 -2.615 0.873  0.10
H 1.069 -2.387 0.100  0.13

---

Entry 4:
2 unconnected molecules or ions with the total composition C7H12NO4, computed with ωB97M-V/def2-TZVPD.

Results
gap between HOMO and LUMO (spin up / spin down) = 0.2556 / 0.2644 Ha
HOMO (spin up / spin down) = -3.7 / -3.9 eV
total charge = -1

Last column: Löwdin charge in e.
Geometry (Å):
C -1.358 0.152 -1.419  -0.57
C 0.634 2.352 0.591  -0.61
C -1.783 -0.711 0.847  -0.09
C -0.302 -1.982 -0.645  -0.10
C 1.196 -0.099 1.473  -0.03
C -0.940 -0.667 -0.371  -0.36
C 0.919 0.873 0.274  -0.18
N 1.676 0.702 -0.876  0.04
O -0.534 0.369 -2.519  0.03
O 1.171 3.126 -0.304  -0.10
O -2.408 0.746 -1.343  0.06
O 0.011 2.636 1.653  -0.04
H -2.840 -0.690 0.644  0.06
H -1.658 0.364 1.486  0.15
H -1.493 -1.473 1.602  0.07
H 0.665 -2.036 -1.181  0.07
H -0.283 -2.514 0.338  0.06
H -1.093 -2.661 -1.198  0.12
H 0.473 0.138 2.178  0.04
H 1.151 -1.041 1.158  0.00
H 2.168 0.146 1.985  0.10
H 0.415 0.331 -2.207  0.06
H 2.600 0.286 -0.793  0.11
H 1.613 1.654 -1.371  0.12

---

Entry 5:
2 unconnected molecules or ions with the total composition C7H12NO4PS, computed with ωB97M-V/def2-TZVPD.

Results
gap between HOMO and LUMO = 0.1507 Ha
HOMO = -6.0 eV
total charge = 0

Last column: Löwdin charge in e.
Geometry (Å):
C 3.344 -0.258 1.821  0.07
C 2.149 -0.127 1.244  -0.11
C 0.599 0.065 0.772  -0.20
N 0.081 1.469 1.045  -0.59
S 1.264 2.503 1.896  0.90
C -0.200 2.157 -0.275  -0.15
C -0.542 2.936 -1.294  0.19
P -1.415 1.508 2.054  0.64
O -1.674 2.992 2.464  -0.31
O -1.284 0.530 3.453  -0.13
O -2.736 1.009 1.088  -0.12
H 4.347 0.069 2.309  0.07
H 0.637 -0.059 -0.404  0.11
H -0.074 -0.781 1.172  0.13
H 2.159 2.928 0.916  -0.03
H -0.877 3.865 -1.910  0.11
H -0.947 -0.377 3.199  0.10
H -2.654 0.038 0.882  0.10
C -0.524 -2.634 -3.250  -0.15
C 0.009 -2.469 -1.814  -0.59
O 0.855 -1.438 -1.818  -0.34
H 0.281 -2.845 -3.962  0.06
H -1.228 -3.476 -3.292  0.05
H -1.062 -1.742 -3.591  0.05
H 0.400 -3.465 -1.536  0.08
H -0.896 -2.403 -1.176  0.06

---

Entry 6:
A gas-phase ion, C7H12NOS (charge +1), computed with ωB97M-V/def2-TZVPD.

Results
gap between HOMO and LUMO = 0.2932 Ha
HOMO = -11.4 eV
total charge = +1
SMILES = COc1sccc1[C@@H](C)[NH3+]

Last column: Löwdin charge in e.
Geometry (Å):
C -3.361 0.741 0.906  -0.08
O -2.032 0.167 0.864  -0.17
C -1.175 0.753 -0.016  -0.45
S -1.316 2.413 -0.300  1.11
C 0.312 2.554 -0.918  -0.37
C 0.971 1.366 -0.927  -0.21
C 0.352 0.216 -0.463  -0.14
C 0.820 -1.175 -0.245  -0.35
C 2.079 -1.494 -0.933  -0.07
N 1.042 -1.565 1.237  0.20
H -3.221 1.741 1.430  0.10
H -3.999 0.060 1.348  0.07
H -3.803 1.115 -0.078  0.12
H 0.683 3.377 -1.403  0.04
H 2.091 1.425 -1.144  0.15
H 0.020 -1.951 -0.458  0.18
H 2.972 -0.832 -0.707  0.13
H 2.346 -2.514 -0.871  0.07
H 1.877 -1.540 -2.010  0.12
H 1.808 -0.909 1.626  0.21
H 1.434 -2.486 1.340  0.15
H 0.100 -1.463 1.724  0.19

---

Entry 7:
2 unconnected molecules or ions with the total composition C7H12NS, computed with ωB97M-V/def2-TZVPD.

Results
gap between HOMO and LUMO = 0.2672 Ha
HOMO = -12.8 eV
total charge = +1

Last column: Löwdin charge in e.
Geometry (Å):
C 0.788 -3.769 2.252  -0.15
C 0.954 -2.623 1.428  -0.26
C 0.170 -3.393 3.469  -0.37
C -0.981 1.249 -1.788  0.02
C 1.483 1.211 -2.171  0.01
C 0.593 0.682 0.054  -0.03
C 0.328 1.037 -1.265  -0.22
N 0.560 -1.498 1.980  -0.40
S -0.069 -1.677 3.486  1.00
H 1.006 -4.859 2.086  0.12
H 1.380 -2.596 0.457  0.10
H 0.267 -4.098 4.405  0.12
H -1.746 0.712 -1.252  0.12
H -1.293 2.300 -1.914  0.16
H -0.948 1.078 -2.800  0.08
H 1.350 1.486 -3.242  0.13
H 2.011 2.016 -1.778  0.10
H 2.199 0.404 -2.058  0.12
H 1.728 0.721 0.316  0.16
H 0.134 1.171 0.879  0.12
H 0.461 -0.308 0.552  0.08

---

Entry 8:
A gas-phase ion, C7H12O (charge -1), computed with ωB97M-V/def2-TZVPD.

Results
gap between HOMO and LUMO (spin up / spin down) = 0.1091 / 0.2478 Ha
HOMO (spin up / spin down) = 0.6 / -3.2 eV
total charge = -1
spin multiplicity = 2

Last column: Löwdin charge in e.
Geometry (Å):
O -1.974 3.613 0.136  -0.23
C -1.840 2.512 -0.466  -0.51
C -0.540 1.717 -0.386  -0.27
C -0.476 0.528 -1.354  -0.22
C -0.810 -0.898 -0.775  -0.24
C 2.079 -1.472 1.773  -0.13
C 1.247 -1.699 0.504  -0.18
C 0.062 -1.120 0.448  -0.17
H -2.518 2.068 -1.166  0.02
H 0.232 2.462 -0.788  0.10
H -0.427 1.470 0.668  0.07
H 0.458 0.290 -1.880  0.09
H -1.395 0.651 -2.076  0.11
H -0.586 -1.694 -1.480  0.08
H -1.846 -1.081 -0.423  0.10
H 3.022 -1.051 1.400  0.07
H 1.578 -1.019 2.636  0.07
H 2.178 -2.513 2.125  0.06
H 1.791 -2.385 -0.114  0.09
H -0.235 -0.380 1.218  0.10

---

Entry 9:
A gas-phase ion, C7H12O (charge -1), computed with ωB97M-V/def2-TZVPD.

Results
gap between HOMO and LUMO (spin up / spin down) = 0.1720 / 0.1503 Ha
HOMO (spin up / spin down) = -1.0 / -0.8 eV
total charge = -1
spin multiplicity = 2

Last column: Löwdin charge in e.
Geometry (Å):
O 1.988 2.316 -0.132  -0.10
C 0.671 2.860 -0.407  -0.29
C -0.442 1.997 0.077  -0.08
C -0.502 0.545 -0.212  -0.28
C -0.996 -0.299 0.971  -0.29
C 0.087 -3.677 -0.628  -0.17
C -0.281 -2.358 -0.398  -0.37
C -0.828 -1.774 0.748  -0.22
H 0.650 3.854 0.038  0.10
H -0.979 2.355 0.950  0.08
H 0.597 2.982 -1.500  0.10
H -1.175 0.347 -1.071  0.12
H 0.441 0.146 -0.617  0.10
H -0.446 0.071 1.854  0.09
H -2.068 -0.043 1.055  0.09
H 1.823 1.385 0.067  0.06
H 0.431 -3.912 -1.632  -0.04
H -0.100 -4.477 0.084  -0.02
H -0.268 -1.787 -1.327  0.07
H -1.111 -2.516 1.495  0.06

---

Entry 10:
C7H12O in the gas phase, computed with ωB97M-V/def2-TZVPD.

Results
gap between HOMO and LUMO = 0.3242 Ha
HOMO = -8.0 eV
total charge = 0
SMILES = C=C(CC)/C(O)=C\C

Last column: Löwdin charge in e.
Geometry (Å):
C -1.715 -1.394 0.527  0.06
C -0.822 -0.733 -0.188  -0.21
C -1.277 0.813 -0.880  -0.16
C -0.256 1.843 -0.698  -0.14
C 0.562 -1.021 -0.418  -0.35
O 0.884 -1.613 -1.621  0.05
C 1.532 -0.222 0.163  -0.16
C 1.498 0.037 1.653  -0.09
H -2.738 -1.048 0.613  0.06
H -1.474 -2.318 1.027  0.07
H -2.212 1.020 -0.362  0.09
H -1.447 0.543 -1.918  0.09
H -0.356 2.408 0.223  0.06
H 0.842 1.155 -0.376  0.12
H -0.107 2.491 -1.556  0.06
H 0.074 -1.910 -2.051  0.11
H 2.533 -0.391 -0.223  0.12
H 1.930 -0.792 2.216  0.08
H 0.473 0.199 1.986  0.07
H 2.076 0.935 1.883  0.07

---

Entry 11:
A molecular structure, C7H12O, computed with ωB97M-V/def2-TZVPD.

Results
gap between HOMO and LUMO = 0.3099 Ha
HOMO = -8.4 eV
total charge = 0

Last column: Löwdin charge in e.
Geometry (Å):
C 2.417 -1.075 -0.651  -0.14
C 2.140 -0.150 0.476  -0.34
C 0.911 -0.524 1.365  -0.22
C -3.076 1.651 -0.980  0.08
C -2.164 0.682 -0.776  -0.39
O -2.434 -0.543 -1.333  0.01
C -0.982 0.714 0.142  -0.08
C -0.425 -0.455 0.650  -0.12
H 2.955 -2.011 -0.058  0.12
H 1.374 -1.408 -1.126  0.11
H 3.141 -0.812 -1.454  0.07
H 1.993 0.866 0.082  0.10
H 2.963 -0.030 1.187  0.10
H 1.160 -1.596 1.587  0.10
H 0.996 0.018 2.320  0.11
H -3.153 2.561 -0.422  0.05
H -3.889 1.616 -1.676  0.06
H -1.914 -1.124 -0.757  0.06
H -0.578 1.694 0.213  0.12
H -1.436 -0.072 1.211  0.19

---

Entry 12:
C7H12O in the gas phase, computed with ωB97M-V/def2-TZVPD.

Results
gap between HOMO and LUMO = 0.3366 Ha
HOMO = -8.4 eV
total charge = 0
SMILES = C=C(O)C(=C)C(C)C

Last column: Löwdin charge in e.
Geometry (Å):
C 1.574 1.533 0.989  0.06
C 0.987 1.457 -0.226  -0.39
O 1.504 2.114 -1.323  0.04
C -0.133 0.597 -0.487  -0.20
C -1.065 0.823 -1.419  0.08
C -0.149 -0.790 0.442  -0.36
C -1.501 -0.954 1.131  -0.09
C 0.166 -1.963 -0.482  -0.09
H 1.069 1.192 1.884  0.06
H 2.514 2.057 1.131  0.06
H 2.231 2.683 -1.028  0.11
H -1.653 0.052 -1.906  0.07
H -1.376 1.810 -1.751  0.07
H 0.611 -0.800 1.228  0.11
H -1.726 -0.093 1.769  0.08
H -2.316 -1.073 0.411  0.07
H -1.496 -1.843 1.774  0.08
H 1.141 -1.834 -0.962  0.08
H -0.588 -2.071 -1.267  0.07
H 0.205 -2.897 0.090  0.08